(1)
Below is a molecular structure, C2H8N4O in a non-equilibrium geometry, with properties calculated with the ωB97M-V functional and the def2-TZVPD basis.

Geometry as XYZ:
```
15
Properties=species:S:1:pos:R:3:mulliken_charge:R:1
N -0.59173 0.17797 0.70112 0.152
N 0.43765 0.38767 1.64535 -0.667
N -0.88511 -1.46972 0.39461 -0.053
N 0.15263 -2.04684 0.73676 -0.378
H -1.51891 0.46230 1.00412 0.351
H 1.32544 0.27597 1.12836 0.278
H 0.52605 -0.38870 2.29955 0.326
H 0.20337 -2.97794 0.29891 0.269
C -0.39677 0.58301 -0.76916 0.410
C 0.94178 0.76128 -1.18849 -1.235
O -1.30482 1.62154 -0.98016 -0.568
H -0.75858 2.36569 -1.27941 0.388
H -0.91805 -0.66287 -1.02946 0.271
H 1.69024 0.15281 -0.70249 0.202
H 1.09683 0.75781 -2.25960 0.253
```

Results
Total energy: -10204.1466 eV
Gap between HOMO and LUMO (spin up / spin down): 6.2102 / 6.2875 eV
Lowest unoccupied orbital energy (spin up / spin down): -0.168 / -0.126 eV
Charge: 0
Energy above the lowest of the compared OMol25 structures with the same formula, charge and spin: 195.23 kcal/mol



(2)
Below is 7 unconnected molecules or ions with the total composition C17H48N4O7 in a non-equilibrium geometry, with properties calculated with the ωB97M-V functional and the def2-TZVPD basis.

Geometry as XYZ:
```
76
Properties=species:S:1:pos:R:3:mulliken_charge:R:1
C 0.21737 1.11446 0.82699 -0.236
O -0.41663 2.33646 0.83699 -0.798
N 1.16537 0.85846 1.61699 0.230
N -0.22863 0.07946 0.18199 1.610
H 1.55437 1.67846 2.07399 0.323
H 1.55237 -0.04254 1.84899 0.014
H -1.01563 0.11246 -0.51101 -0.437
H 0.32937 -0.79954 0.12399 -0.174
C -1.96663 0.48046 -2.51801 0.116
O -1.46563 -0.11554 -3.67901 -0.754
N -2.41463 -0.09754 -1.47301 -0.319
N -1.92763 1.78546 -2.37101 0.225
H -2.20263 -1.12154 -1.51001 0.274
H -2.94963 0.31646 -0.72901 0.134
H -1.48963 2.31646 -3.12701 0.267
H -2.12463 2.16146 -1.46201 -0.161
C 0.85537 -1.75754 -2.56501 -0.397
C 1.62837 -2.13954 -1.29601 -0.142
C 2.80737 -1.18354 -0.97801 -0.868
O 0.92537 -2.31454 -0.28801 -0.533
H 0.58537 -0.70154 -2.37201 -0.474
H -0.09663 -2.28754 -2.71901 0.257
H 1.37837 -1.70254 -3.51001 0.570
H 2.04837 -3.08454 -1.57201 0.620
H 3.46137 -1.15354 -1.88301 0.463
H 3.50837 -1.45354 -0.16001 0.277
H 2.41337 -0.15854 -0.74901 -0.215
H 0.78437 -3.27354 -0.27901 0.479
C 3.20537 1.99146 -4.29101 -1.549
C 2.06837 1.25446 -3.62601 1.302
C 1.46937 2.01046 -2.38201 -0.167
O 1.16037 0.85046 -4.42101 -0.637
H 3.89437 1.29346 -4.77801 0.415
H 3.84037 2.42846 -3.50801 0.340
H 2.89337 2.78346 -4.97401 0.355
H 2.47637 0.27246 -3.36801 -0.397
H 0.59037 1.52646 -2.12201 -0.760
H 1.11437 3.03246 -2.54101 0.520
H 2.18337 1.93846 -1.55301 0.249
H 0.48637 0.34646 -3.95401 0.134
C -4.93163 3.68046 -1.89601 -1.583
C -4.63863 2.59346 -0.88801 1.218
C -3.55963 3.03046 0.12599 -1.586
O -5.61463 2.10546 -0.26101 -0.545
H -5.36563 4.54846 -1.40301 0.375
H -5.61063 3.26446 -2.63001 0.380
H -4.08163 3.94746 -2.52901 0.301
H -4.15763 1.78746 -1.53201 -0.127
H -2.75563 3.60046 -0.29501 0.449
H -2.99563 2.19746 0.50599 0.285
H -3.93563 3.60646 0.97499 0.454
H -6.15663 1.47146 -0.76301 0.412
C -0.85163 -1.23854 3.82599 -0.970
C -1.29363 -2.04454 2.66999 1.720
C -2.18163 -3.20754 3.08799 -1.838
O -1.93763 -1.33654 1.83399 -0.627
H 0.00437 -1.70154 4.42399 -0.091
H -1.61663 -0.94254 4.50499 0.461
H -0.35563 -0.36154 3.37499 0.196
H -0.35763 -2.44654 2.12399 -0.452
H -2.12063 -3.89554 2.29899 0.451
H -3.18363 -2.92554 3.17899 0.442
H -1.87163 -3.75854 3.96499 0.387
H -1.35263 -0.71154 1.39199 0.199
C 2.90737 -2.45454 4.68499 -1.668
C 2.76737 -1.37754 3.56799 0.469
C 4.11437 -1.06754 2.99899 -1.457
O 2.00737 -1.63154 2.64699 -0.272
H 1.92837 -2.75454 5.02099 0.370
H 3.41937 -2.09654 5.52399 0.484
H 3.42837 -3.36854 4.47599 0.401
H 2.37437 -0.51954 4.06099 0.301
H 4.16037 -0.26954 2.26999 0.331
H 4.43637 -1.91554 2.42799 0.346
H 4.90937 -0.91754 3.75799 0.412
H 2.17037 -2.47154 2.23199 0.218
```

Results
Total energy: -38695.0847 eV
Gap between HOMO and LUMO: 8.8496 eV
Lowest unoccupied orbital energy: -0.095 eV
Charge: 0
SMILES: NC(N)=O.NC(N)=O.CC(C)O.CC(C)O.CC(C)O.CC(C)O.CC(C)O
Energy above the lowest of the compared OMol25 structures with the same formula, charge and spin: 153.35 kcal/mol



(3)
Below is C4H8N2 in the gas phase in a non-equilibrium geometry, with properties calculated with the ωB97M-V functional and the def2-TZVPD basis.

Geometry as XYZ:
```
14
Properties=species:S:1:pos:R:3:mulliken_charge:R:1
C -0.27668 1.30468 0.53545 -0.933
N -0.39010 0.03652 -0.16513 0.053
C -1.54701 -0.80255 0.12308 -0.907
C 0.65201 -0.45085 -0.79708 -0.188
C 2.08473 -0.16494 -0.47575 0.096
N 2.49394 0.62993 0.39806 -0.700
H -1.12459 1.42777 1.21184 0.351
H -0.25064 2.12901 -0.18211 0.265
H 0.71179 1.30318 1.04096 0.417
H -1.47740 -1.14511 1.16279 0.358
H -1.53902 -1.67557 -0.53256 0.297
H -2.47864 -0.24906 -0.01048 0.323
H 0.46058 -1.38467 -1.32983 0.284
H 2.68104 -0.95833 -0.97922 0.284
```

Results
Total energy: -7254.3406 eV
Gap between HOMO and LUMO (spin up / spin down): 8.1402 / 6.6778 eV
Lowest unoccupied orbital energy (spin up / spin down): 0.215 / 0.049 eV
Charge: 0
Energy above the lowest of the compared OMol25 structures with the same formula, charge and spin: 81.51 kcal/mol



(4)
Below is a molecular structure, C3H5N4O in a non-equilibrium geometry, with properties calculated with the ωB97M-V functional and the def2-TZVPD basis.

Geometry as XYZ:
```
13
Properties=species:S:1:pos:R:3:mulliken_charge:R:1
C 1.29640 -1.17399 0.06062 0.018
C 0.75427 0.17346 -0.13925 0.376
C -0.54989 0.56728 -0.03040 0.379
N 2.58735 -1.08109 0.16616 -0.270
N 1.86533 0.97434 -0.15837 -0.179
N -1.71947 -0.97967 0.24328 -0.547
N -1.06639 1.72744 0.28066 -0.316
O 2.88536 0.23073 -0.02184 0.057
H 0.65524 -2.12940 0.05260 0.264
H -1.49333 -1.76232 -0.33447 0.250
H -2.62896 -0.84790 -0.19010 0.295
H -0.45718 2.49280 -0.00381 0.330
H -2.12873 1.80832 0.07494 0.343
```

Results
Total energy: -11186.8956 eV
Gap between HOMO and LUMO (spin up / spin down): 9.2791 / 9.2785 eV
Lowest unoccupied orbital energy (spin up / spin down): -6.470 / -6.470 eV
Charge: +1
Energy above the lowest of the compared OMol25 structures with the same formula, charge and spin: 120.60 kcal/mol



(5)
Below is 2 unconnected molecules or ions with the total composition C2H3Cl3 in a non-equilibrium geometry, with properties calculated with the ωB97M-V functional and the def2-TZVPD basis.

Geometry as XYZ:
```
8
Properties=species:S:1:pos:R:3:mulliken_charge:R:1
C -1.37114 -0.33175 -0.41961 -0.459
C 1.35116 0.67354 0.52312 -0.173
Cl -0.75896 -1.89552 -0.55485 -0.092
Cl 2.15047 1.63036 -0.69938 -0.131
Cl 1.79223 -0.87989 0.62517 -0.082
H -1.74853 0.01116 -1.27210 0.290
H -2.09044 -0.21054 0.48477 0.238
H 0.67522 1.00263 1.31289 0.410
```

Results
Total energy: -39685.7641 eV
Gap between HOMO and LUMO (spin up / spin down): 8.8421 / 7.7410 eV
Lowest unoccupied orbital energy (spin up / spin down): 0.029 / -0.307 eV
Charge: 0
Energy above the lowest of the compared OMol25 structures with the same formula, charge and spin: 100.29 kcal/mol



(6)
Below is a molecular structure, C21H35NO6 in a non-equilibrium geometry, with properties calculated with the ωB97M-V functional and the def2-TZVPD basis.

Geometry as XYZ:
```
63
Properties=species:S:1:pos:R:3:mulliken_charge:R:1
C 0.69035 -0.53675 -5.76915 -0.199
C 0.41615 0.66198 -5.18812 -0.516
C 1.05792 0.95643 -3.94038 0.030
C 1.76930 0.10097 -3.36700 0.608
C 1.80586 -1.22473 -3.99020 -0.435
C 1.41746 -1.44098 -5.19865 -0.562
H 1.59638 -2.31499 -5.61724 0.622
H 2.59890 -1.98654 -3.39590 0.067
C 2.47400 0.40691 -2.15269 -0.942
N 2.38482 -0.57582 -1.11509 0.543
C 1.29381 -1.03930 -0.71245 -1.172
H 1.26491 -1.97138 -0.15719 0.595
H 0.36543 -1.30179 -1.70864 0.209
C 0.32984 0.07903 0.06104 -2.249
H 0.79674 0.48858 0.71627 1.932
O -0.22805 1.24138 -0.85896 -0.626
C -1.48387 0.85040 -1.65422 0.231
H -0.98102 0.50059 -2.65573 0.138
C -2.28304 1.82092 -1.71032 -1.083
O -3.10399 2.19557 -0.75504 -0.283
C -2.65696 2.65793 0.31240 -0.235
C -3.41929 2.71898 1.50671 -0.894
O -3.34045 1.43524 2.33999 -0.313
C -3.77395 0.41052 1.61195 -0.381
C -3.67070 -1.24357 2.53514 -0.936
O -2.42483 -1.48035 2.60006 -0.206
C -1.65362 -0.65679 3.25925 -0.441
C -0.08191 -1.61392 3.46138 -0.739
O 0.74860 -0.71463 4.16636 -0.299
C 1.99324 -1.25727 4.24981 -0.806
C 2.90853 -0.97557 3.05515 -0.192
O 2.54340 -1.82785 1.84556 -0.290
C 3.56560 -1.59501 0.90518 -0.657
C 3.25815 -0.32390 -0.10506 -0.699
H 4.29655 -0.10242 -0.53418 0.518
H 3.24651 0.45294 0.71089 0.442
H 3.35160 -2.65252 0.24387 0.279
H 4.67354 -1.35351 1.33676 0.288
H 2.63257 0.15683 2.79002 0.190
H 4.09961 -0.89458 3.23724 0.286
H 1.97286 -2.25791 4.32684 0.468
H 2.68886 -0.76537 5.07163 0.307
H 0.25581 -1.56532 2.26939 0.140
H -0.46733 -2.44278 3.66596 0.768
H -1.25705 0.17700 2.82649 0.343
H -2.01582 -0.60307 4.45331 0.191
H -4.44606 -1.67926 2.17583 0.747
H -4.19177 -0.60047 3.60982 0.221
H -3.33785 -0.00401 0.72414 0.213
H -4.85003 0.40043 1.29232 0.339
H -3.40050 3.35988 2.29774 0.499
H -4.62888 2.64434 1.19952 0.223
H -2.52292 3.68491 0.32455 0.395
H -1.73945 2.40037 0.68922 0.374
H -1.76553 2.96562 -1.89937 0.203
H -2.78576 1.88421 -2.59790 0.575
H -1.98428 -0.13002 -1.23538 0.318
H -0.50852 -0.39353 0.45428 0.500
H 2.06667 1.39376 -1.64352 0.148
H 3.56647 1.00754 -2.11369 0.415
H 0.78482 1.96568 -3.70259 0.282
H -0.10073 1.46308 -5.81121 0.317
H 0.18890 -0.95612 -6.73616 0.192
```

Results
Total energy: -36096.4900 eV
Gap between HOMO and LUMO: 8.6327 eV
Lowest unoccupied orbital energy: 0.791 eV
Charge: 0
Energy above the lowest of the compared OMol25 structures with the same formula, charge and spin: 541.97 kcal/mol



(7)
Below is C4H6O3S in the gas phase in a non-equilibrium geometry, with properties calculated with the ωB97M-V functional and the def2-TZVPD basis.

Geometry as XYZ:
```
14
Properties=species:S:1:pos:R:3:mulliken_charge:R:1
C 0.49115 1.82957 0.49358 -0.608
C 1.54205 -0.65780 0.95212 -0.035
C 0.45759 0.51390 0.49097 0.138
C -0.65920 -0.77547 -1.46172 -0.883
O 2.41688 -1.06099 0.30101 -0.373
O -1.36672 -1.30697 1.18946 -0.603
O -2.08719 0.80419 0.28475 -0.649
S -1.12228 -0.25300 0.26081 1.099
H -0.55740 2.18663 0.18607 0.288
H 1.42252 2.37173 0.55282 0.331
H 1.32349 -0.90462 2.08665 0.277
H -1.53194 -1.39382 -1.73135 0.322
H -0.61356 0.04040 -2.12260 0.353
H 0.28463 -1.39374 -1.48258 0.345
```

Results
Total energy: -21219.8905 eV
Gap between HOMO and LUMO: 10.7084 eV
Lowest unoccupied orbital energy: 0.512 eV
Charge: 0
SMILES: C=C(C=O)S(C)(=O)=O
Energy above the lowest of the compared OMol25 structures with the same formula, charge and spin: 71.34 kcal/mol



(8)
Below is a molecular structure, C3H7N in a non-equilibrium geometry, with properties calculated with the ωB97M-V functional and the def2-TZVPD basis.

Geometry as XYZ:
```
11
Properties=species:S:1:pos:R:3:mulliken_charge:R:1
C 0.89234 -0.26856 -0.42303 -0.573
C 0.24804 0.93315 0.51861 -0.286
C -0.58926 -0.71735 -0.34794 -0.353
H 1.41791 -1.02001 0.17186 0.282
H 1.30833 0.08896 -1.43816 0.223
H 0.35713 2.12845 0.15248 0.245
H 0.68984 0.59664 1.45295 0.213
H -1.76109 0.36749 1.07403 0.252
H -0.45484 -1.96752 0.04375 0.261
H -0.99487 -0.66374 -1.41944 0.189
N -1.11353 0.52247 0.21489 -0.453
```

Results
Total energy: -4711.0294 eV
Gap between HOMO and LUMO: 10.1003 eV
Lowest unoccupied orbital energy: 1.121 eV
Charge: 0
Energy above the lowest of the compared OMol25 structures with the same formula, charge and spin: 72.13 kcal/mol